This record from the Open Molecules 2025 dataset describes a molecular structure, C38H42ClN2O2P2PtSi2 at a distorted geometry. The level of theory is ωB97M-V/def2-TZVPD.

The geometry in XYZ format:
```
90
Properties=species:S:1:pos:R:3:mulliken_spin:R:1
H 0.3628 -2.6173 -1.8250 -0.002
H -4.4417 0.0592 -5.1352 0.000
O 0.5718 -2.0373 0.7806 0.008
N 0.8452 2.1715 1.0943 0.141
H -4.4474 -3.1389 -0.8496 0.000
H -2.3019 4.9661 4.2670 0.000
H 3.7175 1.0464 1.6271 -0.006
C 1.7498 0.8634 -4.8136 0.004
H 3.6239 2.1746 0.2949 -0.006
C -2.8239 -1.7683 -1.1077 0.007
C 0.2812 -0.2579 2.9122 0.053
C -3.6388 0.5998 -4.6537 -0.007
O 2.6133 -1.4244 0.1596 0.062
H 4.5674 2.5830 1.7261 0.001
C -2.1337 -0.5965 4.2200 0.002
H 2.2476 1.5716 4.2668 -0.001
H 1.0557 5.1694 2.1951 -0.001
H -2.0867 3.5970 -4.7105 0.000
C 3.3432 -5.6602 2.6734 0.000
C -0.6882 -2.7453 -1.6124 -0.015
H -3.4995 6.2755 2.5528 0.001
C -1.8687 0.6557 -3.0344 0.013
C -1.7299 2.9886 1.5809 0.029
H -0.7688 2.4729 -2.9163 -0.007
C -1.0044 -1.2666 4.6638 0.000
C -2.4451 3.7052 0.6298 -0.006
C 1.9215 2.5690 3.9882 0.010
C 1.9762 -5.4370 2.6574 0.000
H 2.3825 1.5715 -4.2905 0.000
H -2.4723 3.3265 -0.3829 -0.004
P -0.6750 1.5918 1.0616 -0.253
H 0.8433 1.3861 -5.1047 -0.001
C 1.7933 -2.2183 0.7018 0.000
C -1.5780 1.9604 -3.4216 0.014
H -3.0738 -0.7154 4.7443 0.000
H 2.2613 0.5617 -5.7221 0.000
C 2.3626 -3.4568 1.3497 0.002
C -2.3323 4.6186 3.2423 -0.001
H 3.2645 -1.5229 -2.4166 0.002
C 4.2314 -4.8028 2.0441 0.000
H -3.0451 -5.1329 -1.2238 0.000
H -0.2989 -2.5341 -4.2493 -0.002
H -1.0595 -1.9112 5.5320 0.000
H 4.3946 -3.0004 0.8912 -0.001
H 1.2252 -0.0924 2.3965 -0.005
C -2.6040 -4.1477 -1.2680 0.000
H 0.4346 -4.1045 1.9528 0.000
Si 1.3057 -0.6391 -3.7064 0.001
H 0.5228 -1.9706 -5.6973 0.000
C -2.0610 0.2321 3.1149 -0.006
H 2.5157 3.2832 4.5512 0.000
Cl 3.9578 -7.0514 3.5100 0.000
C -3.3909 -3.0280 -1.0527 0.006
P -0.8075 0.0588 -1.6699 -0.068
H 2.8030 5.2733 2.3164 0.000
H -3.4104 -0.8774 -0.9285 0.011
C -3.3648 1.9067 -5.0167 0.013
H 5.2924 -5.0066 2.0882 0.000
C 0.0629 -1.6504 -4.7662 0.012
C -2.8893 -0.0283 -3.6746 0.027
H -0.7991 -1.0386 -5.0153 0.000
C -1.6847 3.4510 2.8889 0.008
N 0.7086 -0.0143 -2.2228 0.127
H -0.6386 -4.8834 -1.6878 0.000
C 3.7307 -3.6964 1.3812 0.004
C 2.8290 -1.7515 -3.3839 -0.003
C 0.2013 -1.1082 3.9975 0.010
H -1.1310 2.8811 3.6229 0.000
C 1.4901 -4.3318 1.9875 0.001
H -3.6582 5.4304 0.2430 0.001
H 0.8921 2.6770 4.3164 -0.002
C -3.0921 4.8761 0.9808 0.009
Si 2.0523 2.8681 2.0902 0.004
C 3.6556 2.1057 1.3813 0.016
H 2.5632 -2.8045 -3.3835 0.000
C -2.3166 2.5833 -4.4090 -0.010
H 1.3065 -6.1162 3.1631 0.000
H -3.1022 -1.0515 -3.4008 0.003
C -1.2508 -4.0053 -1.5302 0.000
C 1.9875 4.7605 1.8177 0.004
H 1.0775 -1.6462 4.3338 0.000
Pt 1.2708 0.3834 -0.0459 1.063
H 3.5911 -1.6099 -4.1426 -0.001
C -1.4759 -1.6231 -1.4085 0.017
H -2.9413 0.7402 2.7433 0.000
H -3.9603 2.3915 -5.7790 0.001
H 2.0418 4.9922 0.7600 0.000
C -1.0694 1.3743 -0.5882 0.694
C -3.0215 5.3434 2.2829 0.005
C -0.8454 0.4240 2.4707 0.021
```

Output
E_HOMO (alpha / beta)	-0.1507 / -0.1661	Eh
charge	-1
E_LUMO (alpha / beta)	2.5 / 2.2	eV
multiplicity	3

***

This record from the Open Molecules 2025 dataset describes a molecular structure, C38H42FN2PdTe2 at a distorted geometry. The level of theory is ωB97M-V/def2-TZVPD.

The geometry in XYZ format:
```
86
Properties=species:S:1:pos:R:3:mulliken_charge:R:1
H 4.2757 -0.8639 0.0640 0.599
N 1.0688 3.8027 0.4568 -0.398
C -4.3286 -2.6390 -0.1504 0.753
C 2.5157 0.8832 0.0099 1.293
H -3.9734 2.3492 2.8077 0.422
H -6.1115 3.1400 -1.5756 0.442
C 3.2523 -0.3891 3.0881 -1.523
C -4.4451 2.5266 1.8484 -0.272
C -1.6051 5.0109 -2.9128 -0.712
H -6.9962 -4.7059 0.0069 0.412
C -5.0710 -3.7871 0.0929 -0.813
H -3.6752 3.0939 -1.3974 0.285
C 3.9334 2.4159 1.2084 -0.678
C -4.1418 -0.2987 -0.9727 -0.333
H 2.8979 1.6818 3.3144 0.669
C -2.8657 -2.5543 0.1701 -1.183
C 3.2150 -4.0836 0.0570 -0.685
C 1.8405 -3.8678 0.0861 -0.789
C 4.0840 -2.9963 0.0571 -1.131
C 1.3731 -2.5805 0.1080 -0.089
H 2.8105 -1.2747 2.6418 0.197
F 0.0263 -2.3269 0.1701 0.038
Pd -0.2817 0.7521 0.0047 0.924
N 1.6881 -0.2285 -0.0472 2.147
C -5.6530 2.9717 -0.6125 -0.541
H 1.0760 4.8140 0.3672 0.310
H -1.0876 3.0447 -2.2286 0.269
Te -2.0866 -0.9578 -1.0665 0.226
H 4.3109 -0.3727 2.8473 0.349
C -4.2749 2.9395 -0.5121 -0.081
C -5.8249 2.5815 1.7482 -0.651
H 1.8225 3.5464 1.0900 0.175
H 0.5852 -0.1313 -2.3933 -0.129
C -6.4303 2.8016 0.5210 -0.534
H -2.1789 7.0365 -3.3036 0.419
H 0.5868 1.7694 2.5657 -0.033
C -7.0552 -2.6926 -0.7102 -0.680
C -3.6603 2.7135 0.7156 0.016
H -6.7938 -0.6737 -1.3778 0.468
C 2.2115 -1.4462 0.0841 -1.701
H -6.4265 2.4669 2.6376 0.419
C 3.0925 -0.2533 -3.0372 -1.479
C 3.8251 2.5210 -1.1784 -0.821
H -1.4775 4.7542 -3.9543 0.446
H -8.1128 -2.7181 -0.9247 0.415
C -6.4284 -3.8095 -0.1854 -0.552
H 0.5629 1.0480 -3.7017 0.582
H -4.4522 0.1985 -1.8901 0.631
H 3.6028 -5.0895 0.0410 0.394
H 1.1447 -4.6905 0.0965 0.473
H -2.1908 5.8528 0.7966 0.463
H -4.5941 -4.6731 0.4879 0.464
Te -1.5150 2.8778 0.9133 0.527
C 3.6057 -1.7090 0.0794 0.193
H 2.9327 -0.3779 -4.1052 0.480
C -2.0084 5.6237 -0.2427 -0.499
C 2.4102 1.0377 -2.5739 0.114
C -6.3171 -1.5506 -0.9668 -0.645
H 3.1502 -0.4633 4.1684 0.544
C -4.9561 -1.5250 -0.7011 0.268
H -2.3343 -3.4785 -0.0538 0.563
H 0.3701 1.6200 -2.0280 -0.648
C 1.0495 0.7987 2.7802 -1.025
C 4.3568 2.9731 0.0145 -1.269
H 0.5979 0.0164 2.1360 -0.030
H 5.0799 3.7711 0.0141 0.407
H 1.3170 3.4241 -0.4568 -0.006
C -1.6046 4.3499 -0.6089 0.067
H -7.5059 2.8566 0.4556 0.440
H 4.1606 -0.2136 -2.8465 0.358
C -2.0043 6.2864 -2.5468 -0.506
H 5.1503 -3.1633 0.0388 0.458
H 4.3305 2.8000 2.1368 0.435
C 0.8892 0.8836 -2.6757 -0.362
H 2.6828 -1.1194 -2.5241 0.182
H 2.7083 1.8282 -3.2709 0.873
C 3.0177 1.3708 1.2444 -0.483
C 2.9023 1.4874 -1.2119 0.082
C -1.3936 4.0454 -1.9421 -0.139
H -2.5102 7.5849 -0.9156 0.417
H -4.2455 0.4102 -0.1497 -0.122
H 0.8204 0.5362 3.8130 0.512
C -2.1967 6.5941 -1.2099 -0.607
C 2.5693 0.9002 2.6188 0.610
H -2.6909 -2.3049 1.2202 0.449
H 4.1398 2.9723 -2.1073 0.467
```

Output
E_HOMO (alpha / beta)	-0.3454 / -0.3504	Eh
charge	+1
E_LUMO (alpha / beta)	-5.2 / -5.1	eV
relative energy (zero: lowest compared OMol25 entry of this formula, charge and spin)	1.132	eV

***

This record from the Open Molecules 2025 dataset describes a molecular structure, C38H43AsAuGeO2S2. The level of theory is ωB97M-V/def2-TZVPD.

The geometry in XYZ format:
```
88
Properties=species:S:1:pos:R:3:mulliken_spin:R:1
H -0.5891 0.9730 4.5790 0.000
H -2.5303 4.2181 1.9301 0.035
H -4.4195 -0.6729 -0.1882 0.000
C 1.7472 -4.3418 -3.4048 -0.010
C 1.0788 -4.3185 1.9027 0.009
As 1.6693 -2.0327 0.1059 0.132
C 3.5893 -1.8863 0.0710 -0.002
H 7.4175 -1.5526 0.1564 0.000
H -3.1768 1.9938 0.9952 0.002
C 4.3888 -3.0265 0.0656 0.002
H 2.1389 -2.3279 5.0327 0.001
H -4.0033 6.1587 1.7593 -0.007
H -0.6761 -3.7933 -0.4568 0.005
C -3.7336 5.6035 0.8679 -0.157
C -4.2163 6.0369 -0.3859 0.461
C -1.7599 -0.3405 1.5468 -0.054
H 2.5462 1.8691 -2.0837 0.001
H -1.3278 -5.2486 -2.3251 -0.001
C 1.2696 -3.3471 -1.2637 0.023
H 1.3894 -4.6763 5.2544 0.002
H 0.6367 4.3169 -0.0035 0.000
H 0.7998 -4.8899 1.0247 0.002
C 1.8722 -2.2839 2.9138 0.007
S -0.5725 2.0311 1.9764 -0.032
C 4.1486 -0.6044 0.1311 0.000
C -2.5598 3.6723 -0.2044 -0.146
O -0.0389 2.0145 -1.1312 0.089
H -0.7931 3.2954 -3.2380 0.000
C 1.0351 -4.9169 3.1543 -0.005
H -2.6836 1.6010 -3.4065 -0.002
C 6.3403 -1.6563 0.1330 0.002
Ge -2.3844 0.7604 -1.0335 0.057
C 1.4941 -2.9988 1.7795 -0.005
C -3.7895 5.3731 -1.5568 -0.135
C -1.6884 -2.0462 3.3749 -0.002
C -0.1870 3.9045 -2.5645 0.029
C 0.7307 3.0091 -1.7163 -0.005
H 2.0606 3.2715 -0.0167 0.002
H 6.0097 0.4522 0.2018 0.001
C 1.7880 2.4056 -2.6497 0.000
H -4.8693 6.8956 -0.4531 0.038
C -2.9190 4.5238 0.9675 0.370
H -2.2274 -2.4846 1.3896 -0.003
C -1.1232 0.5926 2.5161 0.073
C 2.1252 -3.5297 -2.3471 0.019
C -1.9499 0.9554 -2.9293 0.001
C 1.4185 -4.2056 4.2813 0.015
C 0.5114 -4.9715 -3.3976 0.022
H -1.1020 -1.2966 5.3519 0.004
C 1.8418 -2.8889 4.1573 -0.005
H -2.6394 3.8086 -2.4028 0.068
H 1.3054 1.7008 -3.3328 0.000
C 5.7660 -2.9257 0.0893 -0.001
S 3.2479 0.8967 0.2058 0.046
O -0.0393 2.8520 3.0920 -0.026
H 2.2836 3.1779 -3.2409 0.000
H 2.1897 -1.2481 2.8187 -0.002
C -2.9734 4.2925 -1.4953 0.344
C -1.1940 -0.2665 0.1225 0.240
C -3.9714 -0.4685 -1.1592 0.018
H 6.3836 -3.8131 0.0780 -0.001
C -0.3547 -4.7775 -2.3296 -0.008
H 0.2186 -5.6017 -4.2256 0.002
C 5.5538 -0.5267 0.1570 -0.004
C 0.0188 -3.9625 -1.2739 0.015
H -4.1077 5.7498 -2.5207 -0.008
H 0.7114 -5.9458 3.2463 0.000
H -1.4753 3.4850 -0.2090 0.077
H 3.0904 -3.0328 -2.3635 0.002
H -1.2888 -1.2816 -0.2944 -0.011
H -2.0175 -0.0283 -3.3908 0.000
H -4.2584 2.3104 -0.3462 -0.013
C -0.9809 0.2238 3.9071 -0.031
H 3.9178 -4.0075 0.0448 0.007
C -3.2026 2.2717 -0.0634 0.047
H 1.9923 4.6762 -1.0857 0.000
H 2.4209 -4.4791 -4.2403 -0.001
H -3.6694 -1.4207 -1.5956 0.000
Au 0.8785 0.3075 -0.0606 0.319
H -2.8171 -0.0200 1.4858 -0.013
H -0.8550 4.4956 -1.9382 0.004
C -1.8847 -1.7334 2.0922 0.046
H -0.9499 1.3595 -3.0682 0.000
H 0.4033 4.5964 -3.1662 -0.002
H -4.7460 -0.0405 -1.7934 0.000
C 1.4005 3.8735 -0.6427 0.000
C -1.2512 -1.0266 4.3154 0.054
H -1.8330 -3.0614 3.7202 0.001
```

Output
E_HOMO (alpha / beta)	-0.1123 / -0.1760	Eh
charge	-1
E_LUMO (alpha / beta)	2.2 / 2.0	eV
multiplicity	3
relative energy (zero: lowest compared OMol25 entry of this formula, charge and spin)	1.755	eV

***

This record from the Open Molecules 2025 dataset describes a molecular structure, C38H43Cl3N7NiS. The level of theory is ωB97M-V/def2-TZVPD.

The geometry in XYZ format:
```
93
Properties=species:S:1:pos:R:3:mulliken_spin:R:1
C 3.8482 0.7797 -0.3716 0.000
N -2.4683 -0.6794 -0.2015 0.054
H -4.6463 0.6534 -2.3168 0.000
C 0.4071 -0.5284 -3.1731 0.004
C 2.6488 -2.7011 -1.4950 0.009
N -0.5517 -0.4948 -2.0570 0.050
C 3.5880 -2.9402 -2.4857 -0.003
N 1.6630 -1.2231 0.1840 0.008
H -2.8055 4.2918 -0.9595 0.000
H 2.0085 3.8202 -2.7695 0.000
H -5.7319 -0.2951 -0.0280 0.001
H 1.6232 4.3191 -5.1685 0.000
H -1.8989 6.5612 -0.8793 0.000
H 3.8380 1.6082 -1.0810 0.000
H 3.8009 -0.2764 2.2663 0.000
H -4.2042 -1.3540 5.5271 0.000
C 2.0098 -1.0684 1.4007 -0.005
H 1.3149 -1.0146 -2.8316 0.002
C 1.3753 3.3450 -4.7689 0.000
H -0.8619 2.5038 -1.3430 0.003
H 0.1081 0.3574 -5.7276 0.000
C 2.6845 -1.4796 -0.8076 0.006
H 3.3634 -1.8847 2.8151 0.000
C -1.0908 5.5800 0.8587 0.000
H -1.9110 0.4043 -3.3347 0.002
H 4.0609 -1.6602 1.1952 0.000
H 2.1194 0.3117 3.7799 0.000
H 0.2848 4.3597 1.9709 0.000
C 4.5665 -0.7962 -2.1247 -0.004
C -1.3487 -4.1737 0.4346 -0.028
Cl -2.1733 -6.3244 -0.8102 -0.001
H 0.1512 -3.2598 2.7241 0.000
H -3.6904 -1.3147 1.4016 0.001
H 5.3130 -0.0491 -2.3631 0.000
C -4.1338 0.1940 -1.4877 0.006
C -3.6375 -0.8367 0.4359 0.005
H -2.5872 -3.1935 5.1937 0.000
N -0.2874 -0.9005 2.0037 -0.013
H 0.6748 2.5764 -6.6426 0.000
N -1.0460 -3.0946 0.2163 0.042
C 1.6132 -3.7425 -1.2123 -0.007
C 1.3166 -0.4234 3.8039 0.004
Cl -3.1586 -5.4811 1.7992 0.000
C 3.3939 -1.2343 1.9402 0.003
H -1.4030 2.0523 2.9001 0.001
C -3.3960 -1.2455 4.8172 0.003
H -3.9553 0.7387 4.2442 0.000
S 0.7211 1.9793 0.7446 0.016
C -1.4447 -2.1516 3.7197 0.006
Ni -0.4995 -1.1027 -0.0797 1.776
H -3.1007 1.8864 2.4230 0.000
C 1.5900 3.0649 -3.4240 -0.001
C -1.2252 5.7373 -0.6473 0.000
C 0.5279 1.1169 -5.0790 0.000
C -1.7194 -0.0100 -2.3432 0.003
N -0.9514 3.3289 -0.7707 0.000
H 0.2196 -3.2769 4.4832 0.000
N -0.2890 4.3998 1.1459 0.000
C 4.5369 -1.9871 -2.8179 0.003
H -1.7047 4.4588 -2.3300 0.000
H 3.5627 -3.8864 -3.0101 0.000
C -0.4583 -3.2847 3.6264 -0.002
C -2.4936 -2.2763 4.6259 -0.003
H -0.0042 -1.1553 -3.9711 0.001
H -0.9821 -4.2396 3.6531 0.000
H 1.6829 -1.3001 4.3415 -0.001
C 0.7402 0.8306 -3.7374 0.003
C -1.3416 -0.9659 2.9839 0.004
C 0.9149 -0.7769 2.4095 0.022
H 0.6330 -3.4232 -1.5671 0.002
C -2.7629 -0.0617 -1.3934 0.004
H 1.8629 -4.6680 -1.7291 0.000
H -2.0778 5.4846 1.3217 0.000
H -0.2495 5.9676 -1.0799 0.000
Cl -0.4061 -6.3845 1.4931 0.000
C 0.8457 2.3676 -5.5951 0.000
H 5.2531 -2.1802 -3.6038 0.000
H -0.5950 6.4413 1.3048 0.000
C 3.6628 -0.5213 -1.0972 0.004
C -3.2531 -0.0723 4.0994 -0.003
C -1.7632 -5.5554 0.7228 0.000
C -1.7593 4.4441 -1.2413 0.000
H 1.5324 -3.9591 -0.1464 0.001
H 0.4708 -0.0141 4.3506 0.000
H -1.8144 1.2488 1.3961 -0.005
H 1.4442 1.6086 -1.8641 0.000
H 3.0887 0.9961 0.3665 0.001
C -4.6929 -0.3032 -0.3108 0.004
C -0.2280 3.3239 0.3530 0.005
C -2.1305 1.3908 2.4263 0.008
C 1.2807 1.8149 -2.9144 -0.002
H 4.8222 0.7854 0.1231 0.000
C -2.2338 0.0932 3.1671 0.007
```

Output
E_HOMO (alpha / beta)	-0.3596 / -0.3591	Eh
charge	+1
E_LUMO (alpha / beta)	-3.0 / -3.0	eV
multiplicity	3
relative energy (zero: lowest compared OMol25 entry of this formula, charge and spin)	0.075	eV